(1)
Formula: C29H40N3O13PS2W
Source: the Open Molecules 2025 dataset
Level of theory: ωB97M-V/def2-TZVPD

Results
**ΔE to the lowest compared entry with this formula, charge and spin**: 0.833 eV
**⟨S²⟩**: 2.01
**2S+1**: 3
**Net charge**: -2
**HOMO (spin up / spin down)**: -1.42 / -1.43 eV
**Gap between HOMO and LUMO (spin up / spin down)**: 5.58 / 5.60 eV

Element x y z (Å)
1 W 0.57964 -0.06754 -0.66682
2 C 2.04340 -0.92196 3.28530
3 C 1.02543 -0.37687 2.33283
4 O 1.49042 -0.03322 1.17918
5 C -0.28532 -0.20686 2.69073
6 C -1.19524 0.52301 1.88195
7 C -2.45916 1.01855 2.53203
8 N -0.95420 0.82606 0.63500
9 N -1.86718 1.73483 0.08804
10 C -1.54112 1.93336 -1.14574
11 O -0.55131 1.34098 -1.71394
12 C -2.32939 2.89958 -1.95426
13 C -1.97787 3.10519 -3.28184
14 C -2.68512 4.01629 -4.05610
15 C -3.74774 4.71782 -3.50687
16 C -4.10342 4.50855 -2.17890
17 C -3.39510 3.60601 -1.40134
18 H 2.48936 -1.81198 2.83622
19 H 1.60238 -1.15382 4.25439
20 H 2.84318 -0.18815 3.40754
21 H -0.60096 -0.48915 3.68427
22 H -2.56450 0.57726 3.52218
23 H -3.32482 0.77357 1.91730
24 H -2.43857 2.10580 2.61808
25 H -1.16354 2.52202 -3.68985
26 H -2.40662 4.16728 -5.09245
27 H -4.30178 5.42694 -4.11139
28 H -4.93396 5.05428 -1.74642
29 H -3.65005 3.43264 -0.36456
30 N -1.57266 -3.22712 -1.41609
31 C -0.63840 -2.96615 -0.47460
32 O -0.52994 -1.75160 -0.11056
33 C 0.15324 -4.06958 0.01389
34 C 1.05986 -4.78597 -1.25764
35 H -1.42738 -4.07863 -1.94217
36 H -1.86417 -2.42125 -1.95812
37 H -0.47108 -4.90792 0.31565
38 H 0.87720 -3.79093 0.77248
39 H 0.21344 -5.09988 -1.94272
40 H 1.53770 -3.90871 -1.74797
41 O 3.76834 0.65368 -2.52125
42 S 3.41417 1.54813 -1.45102
43 O 3.79369 2.93402 -1.61790
44 O 1.95842 1.49388 -1.09122
45 C 4.27292 0.97250 0.00778
46 C 4.95473 1.93820 0.73916
47 C 5.68754 1.58997 1.86308
48 C 5.73775 0.26221 2.25426
49 C 5.04045 -0.69737 1.53494
50 C 4.28874 -0.36188 0.41623
51 S 3.49160 -1.84676 -0.38259
52 O 1.80917 -5.72790 -0.80664
53 O 3.19929 -2.65748 0.81499
54 O 2.19583 -1.29082 -0.99419
55 H 4.89658 2.96023 0.39066
56 H 6.21735 2.35099 2.42368
57 H 6.30795 -0.03665 3.12680
58 H 5.03960 -1.73055 1.85770
59 C 2.06165 -0.20990 -5.16169
60 C 0.94680 0.81386 -5.33176
61 C 0.58291 0.97336 -6.80194
62 C 1.35158 2.14494 -4.71502
63 O -0.29710 0.42742 -4.67182
64 P -0.49057 -0.95095 -3.87443
65 O -0.26348 -2.12600 -4.73907
66 O 0.23480 -0.91405 -2.54683
67 O -2.04275 -0.81508 -3.43193
68 C -3.20688 -0.86617 -4.27914
69 C -3.58330 0.55993 -4.65862
70 C -3.00933 -1.70996 -5.53443
71 C -4.29042 -1.47974 -3.39976
72 H 2.96117 0.18672 -5.63795
73 H 1.79670 -1.16437 -5.61233
74 H 2.30154 -0.36582 -4.11023
75 H 1.44340 1.34552 -7.36316
76 H -0.24241 1.68034 -6.91220
77 H 0.28073 0.00933 -7.21511
78 H 2.32021 2.45905 -5.10722
79 H 1.43028 2.04903 -3.63322
80 H 0.61419 2.91913 -4.94419
81 H -2.77812 1.02070 -5.23095
82 H -3.75219 1.16034 -3.76453
83 H -4.49489 0.55720 -5.26235
84 H -2.26155 -1.26906 -6.19276
85 H -3.96529 -1.76062 -6.06329
86 H -2.66993 -2.71378 -5.28625
87 H -4.38153 -0.90469 -2.47669
88 H -4.03216 -2.50783 -3.13970
89 H -5.25203 -1.47843 -3.91720

Atomic partial charges in e from the Löwdin method, atoms 1 to 2:
1 W 1.8052
2 C -0.0070

***

(2)
Formula: C29H41AuF5OP2
Source: the Open Molecules 2025 dataset
Level of theory: ωB97M-V/def2-TZVPD

Results
**ΔE to the lowest compared entry with this formula, charge and spin**: 1.102 eV
**⟨S²⟩**: 2.06
**2S+1**: 3
**Net charge**: +1
**HOMO (spin up / spin down)**: -8.59 / -8.58 eV
**Gap between HOMO and LUMO (spin up / spin down)**: 3.18 / 3.13 eV

Element x y z (Å)
1 Au 1.42232 -2.35961 -0.86050
2 C -1.14230 -1.79978 1.83323
3 C -0.72241 -2.83307 0.99466
4 C 1.12685 -1.94998 2.13541
5 C -0.01313 -1.28430 2.56179
6 C 0.75369 -3.00951 1.14412
7 C -2.52606 -1.34799 2.11127
8 H -3.27279 -1.95429 1.57504
9 H -2.69023 -0.28911 1.84038
10 H -2.71496 -1.43820 3.19549
11 C -0.10448 -0.25973 3.61665
12 H -1.06229 -0.33629 4.13568
13 H -0.02226 0.75665 3.21591
14 H 0.70800 -0.38796 4.34109
15 C 2.49007 -1.60908 2.59044
16 H 2.55677 -1.59717 3.69630
17 H 2.74119 -0.58762 2.24136
18 H 3.25708 -2.29789 2.19702
19 C 1.25288 -4.40303 1.43257
20 H 0.76419 -4.82220 2.33115
21 H 2.33489 -4.38390 1.61614
22 H 1.06187 -5.09708 0.60308
23 C -1.64535 -3.68116 0.21765
24 H -2.33751 -4.16578 0.93340
25 H -1.12172 -4.44977 -0.37273
26 H -2.24990 -3.08073 -0.48539
27 C -2.73775 2.87029 1.10211
28 C -3.81624 2.06332 1.04461
29 C -4.34783 1.26672 -0.11837
30 C -4.32238 2.01014 -1.49426
31 C -3.00175 1.97072 -2.20175
32 C -2.04734 1.16596 -1.66289
33 C -1.22641 1.51207 -0.43697
34 C -1.56540 2.91992 0.15071
35 H -5.39138 1.00470 0.15637
36 H -4.65663 3.04844 -1.36497
37 H -3.84831 0.27574 -0.15500
38 H -1.69284 3.68990 -0.63622
39 H -2.63346 3.54350 1.96261
40 H -4.44256 2.02728 1.94816
41 H -0.68417 3.25266 0.72358
42 H -1.34994 0.72201 0.33883
43 H -2.14266 0.05082 -1.86440
44 H -0.13853 1.48994 -0.64116
45 H -5.08003 1.54261 -2.14741
46 H -2.93578 2.41354 -3.21370
47 P 0.06827 0.04317 -2.79843
48 C 0.16458 1.64917 -3.72042
49 C -0.97786 -0.80705 -4.07137
50 P 2.30148 -2.07830 -2.87449
51 C 1.81287 -0.35348 -3.18478
52 C 1.49451 -3.15496 -4.09357
53 C 4.09840 -2.08056 -3.14697
54 H 0.93765 2.26556 -3.24309
55 H -0.78243 2.19675 -3.70120
56 H 0.46262 1.44576 -4.76169
57 H -0.66922 -0.47667 -5.07279
58 H -2.03132 -0.53315 -3.91119
59 H -0.88385 -1.89614 -3.97990
60 H 4.40835 -1.71322 -4.14006
61 H 4.48642 -3.10004 -3.02633
62 H 4.57145 -1.43784 -2.38962
63 H 2.38081 0.28678 -2.46772
64 H 2.03710 -0.06252 -4.22176
65 H 2.11345 -4.05008 -4.23802
66 H 1.35295 -2.66445 -5.06622
67 H 0.52001 -3.47370 -3.70296
68 F 4.12815 4.82996 4.81532
69 C 3.37975 4.09971 3.97059
70 C 1.98575 4.22451 3.98482
71 F 1.40084 5.09793 4.83637
72 C 1.22608 3.46885 3.12952
73 F -0.12309 3.60432 3.14134
74 C 1.81350 2.51709 2.22327
75 O 1.10540 1.76552 1.50373
76 C 3.25078 2.42378 2.24679
77 F 3.82815 1.51853 1.42814
78 C 4.00558 3.19598 3.10158
79 F 5.34984 3.07708 3.10001

Atomic partial charges in e from the Löwdin method, atoms 1 to 2:
1 Au 0.7321
2 C -0.2425